{
  "formula": "C5H7NO",
  "method": "ωB97M-V/def2-TZVPD",
  "symbols": ["C", "C", "N", "C", "C", "C", "O", "H", "H", "H", "H", "H", "H", "H"],
  "positions_angstrom": [[1.296, -0.849, -1.166], [0.367, -0.051, -0.291], [0.641, -0.290, 1.192], [-0.669, -0.525, 0.674], [-1.496, 0.688, 0.915], [-0.190, 1.312, -0.502], [-0.205, 2.160, -1.333], [1.111, -0.843, -2.248], [1.254, -1.879, -0.805], [2.302, -0.468, -0.979], [0.644, 0.601, 1.703], [-0.946, -1.569, 0.623], [-1.827, 0.750, 1.990], [-2.281, 0.964, 0.228]],
  "lumo_energy_ha": 0.03422,
  "total_energy_ev": -8832.6020,
  "relative_energy_kj_mol": 347.4,
  "total_charge": 0
}